[1]
104
Properties=species:S:1:pos:R:3:forces:R:3:lowdin_charge:R:1 method="wB97M-V/def2-TZVPD" total_charge=+1 e_above_lowest_kj_mol=1422.7 mol_weight_g_mol=869.8 gap_ev=5.08 energy_ha=-3377.4254 fmax_ha_per_bohr=0.10842
C 5.665 -2.480 -2.411 -0.31 1.69 -1.31 -0.004
C 5.363 -1.596 -3.569 0.36 -0.82 1.89 -0.140
C 3.869 -1.020 -3.982 0.19 -1.18 -0.36 -0.159
C 2.860 -0.826 -2.704 -2.05 -0.17 2.22 -0.010
C 1.280 -1.257 -2.846 3.27 1.76 2.60 0.070
N 0.280 -1.107 -1.680 4.17 2.50 -0.32 -0.219
P -1.405 -1.576 -2.056 -3.78 -2.31 -1.14 0.953
N -2.553 -0.223 -1.698 2.56 -0.15 -1.62 -0.144
O -1.637 -1.854 -3.781 1.06 3.22 1.75 -0.329
C 0.650 -0.597 -0.304 4.86 0.26 -1.89 -0.009
C -0.344 -0.398 0.979 0.73 -1.41 1.94 -0.146
F 0.545 -0.475 2.201 -2.70 0.12 -4.02 0.005
F -1.363 -1.448 1.181 3.25 3.69 -1.02 0.027
C -0.948 1.150 1.010 -0.85 2.98 2.28 -0.129
F -2.424 1.223 0.944 5.57 -0.19 -0.24 0.046
F -0.571 1.777 2.332 -1.41 -2.14 -4.84 0.029
F -0.254 2.006 -0.023 -2.83 -3.07 3.22 0.012
C 2.238 -0.129 -0.060 -0.80 -1.07 -3.09 0.165
C 3.378 -0.214 -1.275 -2.90 -0.69 -0.01 -0.046
O 4.746 0.258 -0.990 -4.42 -0.59 -1.48 -0.135
C 5.089 1.447 -1.800 1.16 1.89 -0.40 -0.125
C 4.023 2.667 -1.542 -0.28 -0.21 -0.57 -0.156
O 4.679 3.980 -1.750 -0.39 -2.34 1.98 -0.259
C 5.403 4.375 -0.525 0.59 0.69 1.24 -0.241
C 4.461 5.385 0.389 0.04 0.01 -1.05 -0.085
H 5.361 -3.605 -2.291 -0.82 2.81 0.21 0.060
H 6.262 -1.979 -1.508 0.18 -1.66 -2.73 0.093
H 6.266 -1.229 -4.238 -1.87 0.51 2.20 0.120
H 3.435 -1.771 -4.772 0.19 1.63 1.48 0.123
H 3.994 0.042 -4.484 -0.14 -2.26 0.98 0.129
H 0.960 -1.690 -3.912 0.21 0.98 2.94 0.147
H -2.044 0.685 -1.793 -0.85 -0.53 0.02 0.040
H -3.259 -0.286 -2.471 0.58 0.15 0.97 0.061
H -1.743 -0.956 -4.256 0.20 -1.89 0.74 0.087
H 2.633 0.317 0.960 -1.25 -1.17 -2.23 0.143
H 5.238 1.215 -2.949 -0.50 0.22 2.40 0.133
H 6.148 1.817 -1.397 -2.38 -1.06 -0.77 0.160
H 3.128 2.584 -2.317 1.90 0.31 1.60 0.147
H 3.582 2.563 -0.462 0.87 0.26 -1.91 0.131
H 5.688 3.425 0.112 -0.51 1.81 -1.29 0.123
H 6.419 4.903 -0.842 -2.31 -1.05 0.55 0.141
H 3.929 6.110 -0.380 1.12 -1.42 1.68 0.094
H 5.088 6.037 1.156 -1.34 -1.64 -1.61 0.098
H 3.629 4.752 0.918 1.64 1.31 -0.83 0.074
F 7.124 7.402 -2.983 0.19 -0.01 0.16 0.063
C 6.041 7.262 -3.759 -0.98 -0.09 -0.74 -0.280
C 5.694 8.280 -4.640 0.07 0.05 0.03 -0.013
C 4.569 8.132 -5.452 0.03 -0.38 0.27 -0.079
C 3.797 6.971 -5.365 0.02 0.02 0.01 -0.099
C 4.150 5.957 -4.473 0.22 0.43 -0.09 -0.082
C 5.282 6.101 -3.670 0.28 0.09 0.08 -0.018
H 6.301 9.178 -4.688 -0.03 -0.11 0.02 0.118
H 4.294 8.918 -6.150 0.08 -0.13 0.16 0.107
H 2.917 6.858 -5.994 0.17 0.03 0.11 0.099
H 3.545 5.056 -4.404 0.13 0.13 0.03 0.097
H 5.576 5.319 -2.977 -0.05 0.27 -0.31 0.079
F -4.269 -3.748 -2.013 0.06 0.22 -0.41 0.044
C -4.313 -4.193 -0.750 -0.08 -0.49 1.25 -0.289
C -5.009 -5.362 -0.461 0.01 0.04 -0.11 -0.009
C -5.052 -5.828 0.853 0.27 0.43 0.03 -0.061
C -4.406 -5.114 1.866 0.12 -0.15 -0.04 -0.102
C -3.715 -3.939 1.566 -0.12 -0.38 -0.31 -0.103
C -3.663 -3.479 0.251 -0.04 0.05 -0.10 -0.039
H -5.511 -5.899 -1.259 0.07 0.08 0.05 0.119
H -5.586 -6.745 1.089 0.08 0.19 -0.07 0.112
H -4.444 -5.476 2.891 0.01 0.11 -0.29 0.100
H -3.217 -3.383 2.357 -0.06 -0.08 -0.14 0.108
H -3.123 -2.573 -0.002 -0.17 -0.12 0.02 0.045
F 4.204 -5.369 -1.993 -0.04 0.09 -0.50 0.037
C 4.160 -5.814 -0.730 -0.08 -0.55 1.41 -0.291
C 3.464 -6.983 -0.441 0.00 0.04 -0.11 -0.014
C 3.421 -7.449 0.873 0.25 0.41 0.02 -0.073
C 4.067 -6.735 1.886 -0.02 0.00 -0.06 -0.089
C 4.758 -5.560 1.586 -0.23 -0.28 -0.19 -0.079
C 4.810 -5.100 0.271 -0.04 0.04 -0.12 -0.026
H 2.962 -7.520 -1.239 0.08 0.06 0.05 0.118
H 2.887 -8.366 1.109 0.09 0.18 -0.09 0.110
H 4.029 -7.097 2.911 0.02 0.08 -0.21 0.106
H 5.256 -5.004 2.377 -0.06 -0.10 -0.18 0.107
H 5.350 -4.194 0.019 -0.04 -0.09 0.03 0.094
F -6.245 -4.793 4.263 0.06 -0.30 0.08 0.055
C -6.762 -3.559 4.335 -0.52 1.16 0.09 -0.280
C -6.392 -2.607 3.391 0.05 -0.03 -0.05 -0.012
C -6.933 -1.323 3.463 -0.20 -0.24 0.42 -0.079
C -7.831 -1.003 4.484 0.04 0.01 -0.04 -0.095
C -8.193 -1.965 5.429 0.26 0.00 -0.34 -0.078
C -7.660 -3.251 5.351 0.05 -0.10 0.00 -0.014
H -5.687 -2.871 2.610 -0.19 0.02 0.12 0.084
H -6.656 -0.574 2.725 -0.03 -0.13 0.12 0.101
H -8.250 -0.001 4.542 0.08 -0.18 -0.01 0.100
H -8.888 -1.712 6.225 0.13 -0.09 -0.15 0.107
H -7.936 -4.013 6.072 0.06 0.05 -0.08 0.117
F -7.999 4.289 5.952 -0.04 0.02 0.05 0.069
C -7.200 3.863 4.964 0.56 -0.30 -0.70 -0.287
C -6.179 2.963 5.250 -0.02 -0.02 0.06 -0.017
C -5.350 2.515 4.221 -0.30 0.30 -0.21 -0.089
C -5.545 2.982 2.919 -0.02 -0.02 0.08 -0.106
C -6.569 3.889 2.643 0.11 -0.19 0.35 -0.084
C -7.405 4.328 3.670 -0.05 0.04 0.02 -0.014
H -6.038 2.618 6.269 -0.06 0.05 -0.09 0.118
H -4.554 1.806 4.433 -0.15 0.13 0.02 0.103
H -4.895 2.636 2.118 -0.11 0.06 0.13 0.087
H -6.716 4.254 1.629 -0.02 -0.05 0.20 0.104
H -8.211 5.026 3.472 0.08 -0.06 0.07 0.118

[2]
101
Properties=species:S:1:pos:R:3:forces:R:3:lowdin_charge:R:1 method="wB97M-V/def2-TZVPD" e_above_lowest_kj_mol=73.4 mol_weight_g_mol=1152.8 gap_ev=7.35 energy_ha=-9053.9438 fmax_ha_per_bohr=0.03490
Bi 0.846 -0.352 0.003 -0.38 0.55 0.65 1.139
S 0.046 0.602 3.183 0.16 -0.30 0.26 0.241
P -0.905 1.608 1.791 -0.18 0.78 -1.14 0.300
C -1.173 0.915 0.157 -0.07 -0.67 1.67 -0.712
P -2.187 -0.495 0.451 0.31 0.07 -0.86 0.470
S -0.943 -2.142 0.577 -0.04 -0.14 0.14 0.275
C -3.209 -0.756 -1.017 0.08 -0.01 0.30 -0.356
C -4.261 -1.665 -1.000 0.07 0.04 -0.04 -0.089
C -5.025 -1.830 -2.138 -0.08 -0.08 -0.04 -0.078
C -4.719 -1.118 -3.291 0.00 -0.01 -0.09 -0.079
C -3.641 -0.249 -3.317 -0.08 -0.04 -0.12 -0.064
C -2.895 -0.054 -2.169 0.04 0.05 0.11 -0.089
C -3.369 -0.555 1.823 0.27 0.14 -0.29 -0.364
C -3.069 -1.198 3.016 0.05 -0.05 -0.12 -0.113
C -3.949 -1.097 4.079 -0.10 0.03 0.11 -0.071
C -5.107 -0.344 3.956 0.06 -0.14 0.05 -0.078
C -5.411 0.283 2.758 -0.15 0.05 -0.05 -0.077
C -4.546 0.176 1.687 -0.01 -0.10 0.01 -0.097
C -0.072 3.203 1.472 0.10 -0.21 0.17 -0.355
C 0.714 3.741 2.482 0.06 -0.10 0.02 -0.111
C 1.219 5.023 2.362 0.10 0.10 0.00 -0.093
C 0.947 5.767 1.225 0.06 0.11 -0.05 -0.096
C 0.181 5.224 0.205 -0.05 0.05 0.01 -0.121
C -0.330 3.944 0.327 -0.03 0.01 0.06 -0.156
C -2.472 2.308 2.417 0.20 -0.22 0.20 -0.342
C -3.296 3.051 1.581 0.01 0.00 0.02 -0.097
C -4.404 3.689 2.102 -0.06 0.12 -0.09 -0.081
C -4.699 3.580 3.453 -0.10 0.07 0.08 -0.091
C -3.896 2.813 4.278 -0.05 0.14 0.09 -0.086
C -2.777 2.183 3.763 0.06 -0.01 -0.07 -0.108
H -4.474 -2.222 -0.097 -0.08 -0.03 0.00 0.112
H -5.860 -2.517 -2.133 -0.07 -0.05 -0.01 0.103
H -5.328 -1.246 -4.173 -0.04 -0.04 -0.10 0.102
H -3.375 0.277 -4.223 -0.03 0.07 -0.07 0.103
H -2.075 0.650 -2.140 -0.03 0.04 -0.03 0.061
H -2.153 -1.764 3.107 0.05 0.05 0.01 0.070
H -3.715 -1.588 5.012 -0.01 -0.04 0.08 0.107
H -5.774 -0.244 4.801 -0.05 -0.01 0.04 0.107
H -6.310 0.876 2.665 -0.05 0.01 0.00 0.111
H -4.764 0.669 0.748 -0.06 0.03 0.02 0.118
H 0.924 3.135 3.355 -0.02 0.05 0.04 0.063
H 1.817 5.445 3.159 0.04 0.03 0.02 0.104
H 1.343 6.769 1.131 0.00 0.07 -0.02 0.101
H -0.010 5.795 -0.692 -0.02 0.08 -0.08 0.103
H -0.913 3.503 -0.470 -0.09 -0.05 -0.06 0.087
H -3.066 3.118 0.527 0.02 0.05 -0.11 0.102
H -5.034 4.286 1.457 -0.06 0.03 -0.05 0.103
H -5.552 4.102 3.864 -0.08 0.00 0.01 0.102
H -4.127 2.714 5.328 -0.06 0.00 0.11 0.107
H -2.136 1.584 4.394 0.05 -0.01 0.05 0.065
Br 4.267 1.204 0.904 0.12 0.26 0.03 0.583
C 3.958 3.039 0.372 0.01 -0.01 0.07 -0.993
Br 2.640 3.151 -1.034 0.23 0.04 0.03 0.683
H 4.892 3.456 -0.002 -0.20 -0.15 0.07 0.004
H 3.579 3.586 1.235 0.02 -0.15 -0.19 -0.009
C 2.338 -2.452 2.174 -0.10 0.10 0.25 -0.234
N 2.328 -2.680 0.723 -0.14 0.09 -0.15 -0.201
C 1.811 -4.030 0.475 -0.23 -0.14 -0.12 -0.208
N 2.611 -5.048 1.138 -0.16 -0.30 -0.04 -0.086
C 2.603 -4.766 2.572 -0.08 -0.14 0.12 -0.169
N 3.141 -3.444 2.868 0.04 0.02 0.31 -0.085
C 4.502 -3.381 2.352 0.19 0.01 0.05 -0.171
N 4.549 -3.629 0.912 0.29 0.03 -0.02 -0.081
C 3.715 -2.637 0.252 0.25 0.13 -0.27 -0.190
C 3.982 -4.948 0.655 0.11 -0.08 -0.07 -0.174
H 1.312 -2.492 2.549 0.01 0.09 -0.04 0.101
H 2.751 -1.458 2.372 -0.10 0.02 0.01 0.103
H 1.813 -4.212 -0.604 -0.03 0.00 0.04 0.130
H 0.784 -4.088 0.844 0.09 -0.03 -0.06 0.067
H 3.212 -5.517 3.084 -0.09 0.02 -0.01 0.127
H 1.574 -4.818 2.938 0.07 -0.05 0.01 0.131
H 5.108 -4.135 2.861 0.01 0.09 -0.01 0.127
H 4.914 -2.388 2.552 0.02 -0.07 0.03 0.128
H 3.727 -2.812 -0.828 0.05 0.06 0.17 0.106
H 4.129 -1.646 0.457 -0.06 0.01 -0.10 0.080
H 4.593 -5.701 1.157 -0.01 0.00 -0.05 0.126
H 3.995 -5.131 -0.422 0.02 -0.05 0.03 0.127
C 5.432 -1.227 -3.433 0.04 -0.01 -0.04 -0.085
C 4.812 -0.034 -3.097 0.11 0.07 0.04 -0.081
C 3.454 -0.017 -2.844 -0.22 0.04 -0.04 -0.139
C 2.681 -1.174 -2.907 -0.24 -0.10 0.16 -0.359
C 3.322 -2.362 -3.244 -0.17 -0.06 -0.11 -0.141
C 4.679 -2.387 -3.519 0.17 -0.13 -0.02 -0.093
Si 0.831 -1.045 -2.505 0.46 0.29 -1.28 0.519
C 0.186 0.209 -3.768 -0.03 -0.06 0.40 -0.342
C -0.034 1.544 -3.436 0.21 -0.03 0.08 -0.144
C -0.512 2.448 -4.367 -0.05 0.15 -0.06 -0.081
C -0.784 2.026 -5.659 -0.01 0.05 -0.06 -0.091
C -0.543 0.709 -6.015 -0.08 -0.01 -0.18 -0.091
C -0.063 -0.188 -5.079 0.07 -0.12 0.12 -0.106
H 6.493 -1.247 -3.640 0.04 -0.03 0.00 0.102
H 5.390 0.879 -3.037 0.00 0.04 0.00 0.105
H 2.960 0.917 -2.618 0.08 0.18 0.06 0.023
H 2.738 -3.271 -3.306 0.01 -0.17 -0.04 0.096
H 5.160 -3.314 -3.800 0.00 -0.08 0.00 0.102
H 0.216 -2.338 -2.821 -0.13 -0.34 0.05 -0.020
H 0.185 1.884 -2.431 -0.14 0.05 0.18 0.052
H -0.676 3.479 -4.082 -0.02 0.05 -0.01 0.103
H -1.174 2.718 -6.392 0.00 0.07 -0.02 0.101
H -0.738 0.379 -7.026 -0.01 -0.01 -0.06 0.102
H 0.138 -1.210 -5.366 -0.07 -0.14 -0.09 0.100